1.
{
  "formula": "C13H20N2O3",
  "method": "ωB97M-V/def2-TZVPD",
  "elements": ["O", "C", "O", "C", "O", "C", "C", "N", "C", "C", "C", "C", "C", "N", "C", "C", "C", "C", "H", "H", "H", "H", "H", "H", "H", "H", "H", "H", "H", "H", "H", "H", "H", "H", "H", "H", "H", "H"],
  "positions_angstrom": [[1.339, -2.389, 1.238], [1.733, -2.236, 0.089], [2.543, -3.072, -0.586], [2.700, -2.575, -1.934], [3.537, -3.085, -2.646], [1.811, -1.449, -2.075], [1.276, -1.058, -0.757], [-0.156, -1.053, -0.523], [-0.838, -2.322, -1.101], [-1.909, -1.799, -2.045], [-2.262, -0.404, -1.564], [-1.032, 0.181, -0.874], [-1.489, 0.940, 0.374], [-0.378, 1.248, 1.242], [0.587, 2.150, 0.632], [1.419, 2.649, 1.817], [0.515, 2.476, 3.061], [-0.768, 1.800, 2.549], [2.014, -0.705, -2.852], [1.781, -0.133, -0.438], [-0.254, -1.106, 0.511], [-1.285, -2.850, -0.243], [-0.064, -2.925, -1.577], [-2.785, -2.449, -2.041], [-1.555, -1.798, -3.079], [-3.091, -0.461, -0.842], [-2.620, 0.265, -2.352], [-0.421, 0.800, -1.552], [-2.211, 0.322, 0.948], [-2.022, 1.862, 0.039], [0.070, 3.003, 0.146], [1.181, 1.635, -0.132], [1.740, 3.682, 1.663], [2.309, 2.019, 1.916], [1.001, 1.832, 3.798], [0.295, 3.436, 3.535], [-1.142, 1.010, 3.217], [-1.571, 2.560, 2.438]],
  "nbo_charge": [-0.604, 0.795, -0.498, 0.710, -0.623, -0.687, -0.188, -0.397, -0.222, -0.428, -0.415, -0.038, -0.215, -0.458, -0.224, -0.410, -0.413, -0.216, 0.220, 0.235, 0.470, 0.216, 0.265, 0.229, 0.231, 0.206, 0.237, 0.229, 0.205, 0.190, 0.161, 0.197, 0.217, 0.216, 0.218, 0.214, 0.209, 0.163],
  "orbital_gap_ev": 7.5,
  "smiles": "O=C1OC([O-])=C[C@H]1[N@@H+]1CCC[C@H]1CN1CCCC1",
  "energy_ev": -22926.761,
  "largest_force_ha_per_bohr": 0.0650
}

=====

2.
{
  "formula": "C8H11Cl3N3",
  "method": "ωB97M-V/def2-TZVPD",
  "elements": ["C", "C", "C", "N", "C", "N", "C", "Cl", "C", "Cl", "C", "N", "C", "Cl", "H", "H", "H", "H", "H", "H", "H", "H", "H", "H", "H"],
  "positions_angstrom": [[0.516, -0.765, -1.975], [0.400, 0.770, -1.614], [0.504, 0.962, -0.093], [0.453, 2.366, 0.426], [-0.418, 0.123, 0.736], [-1.707, 0.526, 0.965], [-2.496, -0.046, 1.945], [-4.134, 0.404, 1.925], [-2.065, -1.012, 2.802], [-3.095, -1.761, 3.823], [-0.691, -1.368, 2.720], [-0.069, -2.244, 3.488], [0.086, -0.852, 1.620], [1.677, -1.538, 1.464], [-0.377, -1.292, -1.846], [0.828, -0.828, -2.986], [1.370, -1.258, -1.382], [1.253, 1.419, -1.895], [-0.415, 1.113, -2.206], [1.516, 0.659, 0.094], [0.640, 3.021, -0.263], [-0.536, 2.582, 0.717], [-2.189, 1.317, 0.592], [0.961, -2.180, 3.414], [-0.463, -2.661, 4.375]],
  "nbo_charge": [-0.613, -0.412, -0.104, -0.791, 0.288, -0.501, 0.194, 0.133, -0.208, 0.160, 0.267, -0.720, -0.117, 0.083, 0.209, 0.235, 0.205, 0.220, 0.219, 0.227, 0.374, 0.334, 0.447, 0.428, 0.443],
  "orbital_gap_ev": 9.1,
  "total_charge": 1,
  "smiles": "CC[C@@H](N)c1[nH]c(Cl)c(Cl)c(=[NH2+])c1Cl",
  "energy_ev": -50505.227,
  "largest_force_ha_per_bohr": 0.0772
}

=====

3.
{
  "formula": "C5H8O",
  "method": "ωB97M-V/def2-TZVPD",
  "elements": ["C", "C", "C", "C", "C", "O", "H", "H", "H", "H", "H", "H", "H", "H"],
  "positions_angstrom": [[-0.191, 0.222, -2.031], [0.844, 0.294, -1.179], [0.967, -0.575, 0.036], [-0.386, -0.527, 0.680], [-0.637, 0.356, 1.833], [-1.324, -0.986, 0.051], [-0.427, -0.685, -2.574], [-0.523, 1.155, -2.458], [1.544, 1.128, -1.333], [0.517, -1.769, 0.188], [1.907, -0.366, 0.579], [-1.550, 0.046, 2.330], [0.208, 0.461, 2.507], [-0.831, 1.316, 1.326]],
  "nbo_charge": [-0.372, -0.222, -0.549, 0.559, -0.702, -0.566, 0.212, 0.188, 0.216, 0.288, 0.234, 0.238, 0.221, 0.255],
  "orbital_gap_ev": 9.6,
  "smiles": "C=CCC(C)=O",
  "energy_ev": -7358.493,
  "largest_force_ha_per_bohr": 0.0745
}

=====

4.
{
  "formula": "C22H33N3O7P2W",
  "method": "ωB97M-V/def2-TZVPD",
  "elements": ["W", "P", "P", "N", "H", "C", "H", "H", "H", "C", "H", "H", "H", "C", "H", "H", "H", "C", "H", "H", "H", "C", "H", "H", "H", "C", "H", "H", "H", "C", "C", "C", "C", "C", "C", "H", "H", "H", "H", "H", "C", "O", "C", "H", "H", "H", "C", "H", "H", "H", "O", "C", "O", "C", "C", "C", "C", "C", "C", "N", "O", "O", "N", "O", "O", "H", "H", "H"],
  "positions_angstrom": [[0.123, 0.050, -1.388], [2.417, -0.292, -2.325], [-2.172, 0.631, -0.189], [-0.643, 0.180, -3.006], [0.381, -1.546, -0.825], [3.026, -2.010, -2.431], [4.016, -2.006, -2.917], [2.326, -2.612, -3.027], [3.110, -2.448, -1.427], [3.766, 0.637, -1.539], [4.713, 0.384, -2.042], [3.842, 0.394, -0.471], [3.566, 1.711, -1.644], [2.422, 0.286, -4.053], [3.438, 0.149, -4.456], [2.155, 1.351, -4.094], [1.705, -0.294, -4.652], [-3.308, -0.706, 0.386], [-4.280, -0.276, 0.704], [-2.871, -1.272, 1.225], [-3.466, -1.411, -0.451], [-1.971, 1.869, 1.141], [-2.926, 2.048, 1.669], [-1.635, 2.815, 0.690], [-1.211, 1.535, 1.865], [-3.277, 1.480, -1.375], [-4.223, 1.712, -0.853], [-3.463, 0.812, -2.229], [-2.784, 2.404, -1.707], [-1.172, 0.338, -4.225], [-2.076, -0.632, -6.238], [-1.569, -0.807, -4.960], [-1.282, 1.650, -4.761], [-1.793, 1.806, -6.039], [-2.189, 0.669, -6.765], [-2.380, -1.513, -6.809], [-1.430, -1.778, -4.464], [-0.931, 2.474, -4.126], [-1.879, 2.814, -6.454], [-2.597, 0.796, -7.763], [1.877, -0.059, 1.321], [1.458, 0.670, 0.378], [2.381, -1.437, 1.167], [2.503, -1.877, 2.172], [3.380, -1.470, 0.710], [1.701, -2.104, 0.618], [2.059, 0.604, 2.640], [1.582, -0.018, 3.411], [1.640, 1.614, 2.642], [3.135, 0.656, 2.858], [-0.555, -2.988, 1.876], [-0.549, -1.806, 2.193], [-0.311, -0.775, 1.459], [-0.727, -1.256, 3.614], [-1.494, -0.120, 3.899], [-1.166, 0.631, 5.043], [-0.200, 0.176, 5.949], [0.491, -1.012, 5.663], [0.196, -1.759, 4.517], [1.655, -1.399, 6.437], [1.921, -0.769, 7.475], [2.362, -2.334, 5.994], [-1.667, 1.988, 5.179], [-2.375, 2.465, 4.274], [-1.321, 2.644, 6.186], [-2.267, 0.243, 3.228], [0.054, 0.759, 6.833], [0.762, -2.661, 4.287]],
  "lowdin_spin": [1.718, 0.066, 0.053, -0.037, 0.028, 0.012, 0.001, 0.000, 0.000, 0.007, 0.000, 0.000, 0.002, 0.012, 0.001, 0.003, 0.000, 0.012, 0.001, 0.000, 0.001, 0.008, 0.000, 0.003, 0.000, 0.005, 0.000, 0.000, 0.003, 0.009, 0.003, -0.015, -0.010, 0.002, -0.018, 0.001, -0.001, 0.005, 0.000, -0.001, 0.010, 0.080, 0.006, 0.000, 0.000, 0.003, 0.000, 0.000, 0.000, 0.000, 0.000, 0.001, 0.022, 0.001, 0.000, 0.000, 0.001, 0.000, 0.001, 0.000, 0.000, 0.000, 0.000, 0.000, 0.000, 0.000, 0.000, 0.000],
  "orbital_gap_ev": [5.3, 7.0],
  "spin_multiplicity": 3,
  "energy_ev": -62548.724,
  "largest_force_ha_per_bohr": 0.0562
}

=====

5.
{
  "formula": "C5H4O2",
  "method": "ωB97M-V/def2-TZVPD",
  "elements": ["O", "C", "O", "C", "C", "C", "C", "H", "H", "H", "H"],
  "positions_angstrom": [[2.343, -1.628, 0.103], [1.707, -0.671, 0.023], [-0.223, -1.560, 0.197], [-1.193, -0.827, 0.134], [-1.093, 0.652, -0.082], [0.205, 1.347, -0.344], [1.399, 0.663, -0.157], [-2.195, -1.279, 0.263], [-1.883, 0.973, -0.780], [-1.413, 1.125, 0.864], [2.346, 1.206, -0.221]],
  "nbo_charge": [-0.413, 0.859, -0.532, 0.467, -0.659, -0.006, -0.642, 0.132, 0.256, 0.286, 0.251],
  "orbital_gap_ev": 8.1,
  "energy_ev": -9340.532,
  "largest_force_ha_per_bohr": 0.0218
}

=====

6.
{
  "formula": "C2H2NO2P",
  "method": "ωB97M-V/def2-TZVPD",
  "elements": ["C", "C", "N", "O", "O", "P", "H", "H"],
  "positions_angstrom": [[0.531, -0.076, 2.077], [0.270, 0.708, 1.020], [0.242, 1.961, 2.872], [0.533, 0.637, 3.167], [-0.468, 0.488, -1.767], [-0.100, 2.358, 1.326], [0.991, -1.126, 2.185], [-0.451, 1.373, -1.474]],
  "nbo_charge": [0.037, -0.216, -0.478, -0.232, -0.706, 0.936, 0.254, 0.404],
  "orbital_gap_ev": [6.3, 6.3],
  "energy_ev": -16971.185,
  "largest_force_ha_per_bohr": 0.0661
}

=====

7.
{
  "formula": "C4H7NO2",
  "method": "ωB97M-V/def2-TZVPD",
  "elements": ["C", "N", "C", "C", "O", "C", "O", "H", "H", "H", "H", "H", "H", "H"],
  "positions_angstrom": [[-0.427, -1.574, -1.793], [-0.216, -1.334, -0.373], [0.235, -0.171, -0.010], [-0.552, -0.253, 1.209], [0.343, 1.335, 2.029], [0.851, 2.018, 1.115], [0.814, 0.816, -0.503], [0.504, -1.950, -2.234], [-1.203, -2.330, -1.935], [-0.707, -0.657, -2.328], [-0.310, -0.988, 1.966], [-1.545, 0.184, 1.235], [1.941, 2.152, 1.082], [0.272, 2.752, 0.537]],
  "nbo_charge": [-0.433, -0.477, 0.528, -0.046, -0.631, 0.323, -0.604, 0.210, 0.204, 0.191, 0.240, 0.218, 0.144, 0.134],
  "orbital_gap_ev": 9.9,
  "energy_ev": -9842.710,
  "largest_force_ha_per_bohr": 0.0055
}

=====

8.
{
  "formula": "C11H44AsF6N22O11",
  "method": "ωB97M-V/def2-TZVPD",
  "elements": ["As", "F", "F", "F", "F", "F", "F", "C", "O", "N", "N", "H", "H", "H", "H", "C", "O", "N", "N", "H", "H", "H", "H", "C", "O", "N", "N", "H", "H", "H", "H", "C", "O", "N", "N", "H", "H", "H", "H", "C", "O", "N", "N", "H", "H", "H", "H", "C", "O", "N", "N", "H", "H", "H", "H", "C", "O", "N", "N", "H", "H", "H", "H", "C", "O", "N", "N", "H", "H", "H", "H", "C", "O", "N", "N", "H", "H", "H", "H", "C", "O", "N", "N", "H", "H", "H", "H", "C", "O", "N", "N", "H", "H", "H", "H"],
  "positions_angstrom": [[-0.736, -0.659, 0.503], [0.158, -0.315, 1.994], [-1.144, -2.187, 1.171], [-1.727, -1.104, -0.800], [-0.317, 0.843, -0.175], [0.683, -1.398, -0.157], [-2.124, 0.051, 1.210], [-1.017, 0.876, -3.775], [-0.712, 2.097, -3.794], [-2.305, 0.473, -4.017], [-0.229, -0.103, -3.410], [-2.558, -0.510, -4.111], [-3.024, 0.994, -3.557], [-0.434, -1.056, -3.641], [0.711, 0.236, -3.275], [-0.224, -3.731, -3.669], [-0.428, -2.723, -4.329], [0.969, -4.310, -3.691], [-1.232, -4.400, -2.988], [1.202, -5.194, -3.204], [1.778, -3.746, -4.015], [-2.146, -3.996, -3.058], [-0.948, -4.941, -2.189], [3.400, 2.437, -1.463], [3.787, 2.824, -2.574], [2.049, 2.138, -1.255], [4.154, 2.256, -0.375], [1.536, 1.996, -0.437], [1.457, 2.331, -2.029], [5.080, 2.672, -0.343], [3.676, 2.000, 0.485], [4.134, -0.910, -3.850], [3.468, -1.922, -3.515], [4.983, -0.221, -2.993], [4.086, -0.392, -5.141], [4.719, -0.240, -1.995], [5.110, 0.741, -3.310], [4.394, 0.559, -5.323], [3.571, -0.898, -5.767], [-1.976, 4.325, -1.715], [-2.538, 4.494, -0.626], [-2.736, 4.292, -2.895], [-0.657, 4.196, -2.074], [-3.641, 3.929, -2.796], [-2.201, 3.645, -3.461], [-0.472, 3.381, -2.650], [0.025, 4.473, -1.371], [1.329, -3.517, 3.354], [1.912, -4.588, 3.536], [0.186, -3.269, 3.959], [1.964, -2.528, 2.696], [-0.425, -2.576, 3.471], [-0.367, -4.024, 4.292], [3.011, -2.616, 2.557], [1.497, -1.902, 2.053], [-5.040, 2.148, -1.470], [-5.385, 1.313, -2.286], [-4.162, 1.813, -0.472], [-5.731, 3.310, -1.375], [-3.583, 0.963, -0.652], [-3.588, 2.517, -0.027], [-5.124, 4.056, -1.152], [-6.327, 3.491, -2.163], [-3.504, -0.981, 5.512], [-3.909, -1.985, 6.056], [-3.706, 0.259, 6.016], [-2.827, -1.039, 4.303], [-4.246, 0.259, 6.861], [-3.829, 0.973, 5.292], [-2.772, -0.137, 3.829], [-3.314, -1.707, 3.657], [1.518, -5.327, -0.459], [0.797, -5.884, -1.296], [1.784, -5.995, 0.663], [1.982, -4.052, -0.588], [2.130, -5.586, 1.590], [1.282, -6.837, 0.703], [1.972, -3.424, -1.333], [2.281, -3.448, 0.204], [3.702, 1.891, 3.910], [3.791, 2.424, 2.786], [4.770, 1.978, 4.770], [2.622, 1.133, 4.234], [5.659, 2.149, 4.271], [4.800, 1.458, 5.606], [1.878, 1.037, 3.481], [2.612, 0.500, 4.999], [-2.192, 2.822, 2.720], [-3.080, 2.268, 3.359], [-0.909, 2.316, 2.631], [-2.513, 4.027, 2.100], [-0.307, 2.904, 2.089], [-0.786, 1.319, 2.644], [-3.440, 4.366, 2.168], [-2.015, 4.429, 1.352]],
  "lowdin_charge": [0.662, -0.280, -0.239, -0.221, -0.220, -0.239, -0.226, -0.630, -0.050, 0.168, 0.210, 0.108, 0.069, 0.050, 0.112, -0.677, -0.019, 0.162, 0.170, 0.096, 0.108, 0.093, 0.064, -0.668, -0.016, 0.171, 0.164, 0.047, 0.058, 0.119, 0.076, -0.608, -0.023, 0.137, 0.160, 0.104, 0.073, 0.106, 0.060, -0.597, -0.017, 0.160, 0.151, 0.042, 0.064, 0.033, 0.102, -0.730, -0.026, 0.183, 0.147, 0.098, 0.105, 0.141, 0.042, -0.721, 0.010, 0.181, 0.155, 0.107, 0.063, 0.062, 0.105, -0.710, 0.016, 0.153, 0.135, 0.097, 0.085, 0.052, 0.127, -0.662, -0.035, 0.165, 0.182, 0.116, 0.085, 0.053, 0.093, -0.657, -0.032, 0.140, 0.164, 0.121, 0.074, 0.126, 0.088, -0.631, -0.007, 0.166, 0.157, 0.088, 0.041, 0.088, 0.035],
  "orbital_gap_ev": 9.5,
  "total_charge": -1,
  "energy_ev": -144588.149,
  "largest_force_ha_per_bohr": 0.0826
}